(1)
One molecule with the formula C6H6 at a distorted geometry, computed with the ωB97M-V functional and the def2-TZVPD basis.

Computed properties:
energy relative to the best compared isomer or geometry (same formula, charge and spin) = 96.8 kcal per mole
structure (SMILES) = C#CCCC#C
LUMO = 0.034 hartree
total charge = 0

Each atom is followed by the atoms it is bonded to, with distances in Å.
Positions of all 12 atoms, in Å:
1 H 0.8941 1.9549 -3.2120  C6 1.063
2 H 0.3323 1.3208 1.0438  C7 1.093
3 C 0.9188 1.3125 -1.0670  C6 1.204, C7 1.462
4 H 1.3279 -0.9413 0.7858  C8 1.099
5 C -1.6120 -1.7651 1.7618  C11 1.204, H12 1.068
6 C 1.0827 1.6544 -2.2097  H1 1.063, C3 1.204
7 C 0.1968 0.7958 0.0948  H2 1.093, C3 1.462, C8 1.550, H9 1.095
8 C 0.3660 -0.7315 0.2965  H4 1.099, C7 1.550, H10 1.097, C11 1.466
9 H -0.7893 1.1117 -0.2626  C7 1.095
10 H 0.4123 -1.2393 -0.6742  C8 1.097
11 C -0.7111 -1.3114 1.1043  C5 1.204, C8 1.466
12 H -2.4186 -2.1616 2.3386  C5 1.068

Mulliken atomic charge list, values in e, 4 entries: H 0.369; H 0.346; C -0.509; H 0.274

=====

(2)
One molecule with the formula C6H9NO at a distorted geometry, computed with the ωB97M-V functional and the def2-TZVPD basis.

Computed properties:
energy relative to the best compared isomer or geometry (same formula, charge and spin) = 177.3 kcal per mole
structure (SMILES) = C#C[C@@]1(CO)CN1C
LUMO = 0.028 hartree
total charge = 0

Each atom is followed by the atoms it is bonded to, with distances in Å.
Positions of all 17 atoms, in Å:
1 C 2.5199 -1.2937 0.0106  H14 1.122, C16 1.285
2 H 1.8182 1.3652 -1.6150  C3 1.320
3 C 1.1763 1.7247 -0.5191  H2 1.320, H4 1.226, H8 1.207, N15 1.546
4 H 0.7876 2.8866 -0.5630  C3 1.226
5 C -0.0523 -0.5078 0.2266  C7 1.548, N15 1.522, C16 1.432, C17 1.592
6 O -2.6020 -0.1389 -0.2429  H13 1.075, C17 1.509
7 C -0.2272 0.7727 1.0781  C5 1.548, H9 1.111, H12 1.275, N15 1.333
8 H 2.0020 1.8199 0.3555  C3 1.207
9 H 0.6679 0.8758 1.7274  C7 1.111
10 H -1.2167 -1.7956 -0.9858  C17 1.042
11 H -1.6558 -1.9352 0.6339  C17 1.211
12 H -1.2160 1.3907 1.5946  C7 1.275
13 H -2.2015 0.7070 -0.7716  O6 1.075
14 H 3.3496 -2.0088 -0.2340  C1 1.122
15 N -0.1256 0.9384 -0.2410  C3 1.546, C5 1.522, C7 1.333
16 C 1.2601 -1.0421 0.0182  C1 1.285, C5 1.432
17 C -1.4503 -1.1145 -0.2330  C5 1.592, O6 1.509, H10 1.042, H11 1.211

Mulliken atomic charge list, values in e, 4 entries: C -0.295; H 0.245; C -0.765; H 0.284

=====

The lowest LUMO belongs to which entry? C6H9NO

=====

Which of these has the lowest energy relative to the best compared isomer or geometry (same formula, charge and spin)? C6H6